145
Properties=species:S:1:pos:R:3:forces:R:3:mulliken_charge:R:1 method="wB97M-V/def2-TZVPD" e_tot_ev=-91518.0276 total_charge=+1 lumo_ev=-3.14 orbital_gap_ev=8.0
C -4.431 -1.006 -0.531 0.712 -0.091 -0.150 -1.321
C -3.090 -1.276 -1.245 -0.613 0.361 0.738 -0.553
C -1.988 -0.565 -0.446 -0.138 0.187 -0.795 0.677
C -0.847 -0.027 -1.329 -0.507 -0.312 0.521 -1.212
C 0.485 0.013 -0.620 -0.614 -0.263 -0.754 0.881
O 0.592 1.229 0.159 0.078 -0.444 -0.358 -0.302
C 1.204 1.109 1.334 -0.369 -0.395 0.023 -0.791
O 2.100 1.823 1.637 1.006 1.085 0.578 -0.616
C 0.653 0.131 2.336 -0.550 -0.738 0.304 -0.045
C -0.664 0.335 2.786 0.032 -0.823 0.294 0.843
C -1.547 1.474 2.378 0.047 0.530 0.284 -1.302
C -1.411 2.690 3.347 0.799 -0.165 -0.010 -1.383
N -0.387 2.462 4.395 -0.239 0.191 -0.196 -0.324
C -1.142 -0.553 3.738 0.420 0.589 -0.519 -0.115
N -0.394 -1.550 4.247 0.197 0.191 -0.334 0.937
C -1.064 -2.371 5.273 -0.591 0.119 0.231 -0.659
S -2.639 -3.033 4.655 -0.079 -0.140 0.131 -0.049
C -2.500 -4.810 5.061 0.472 0.043 -0.456 -0.358
C -2.314 -5.663 3.798 -0.273 0.037 0.389 -1.074
C 0.885 -1.749 3.854 0.550 0.327 -0.709 0.742
C 1.700 -2.829 4.503 -0.660 -0.232 0.775 -1.836
C 2.030 -2.531 5.993 0.556 0.273 -0.656 -1.115
C 2.177 -1.027 6.306 -0.142 -0.446 0.909 -0.637
C 0.972 -0.475 7.082 0.237 0.166 -0.074 0.771
C 1.281 0.628 8.123 -0.549 -0.171 -0.918 -1.132
C 0.312 1.804 7.933 0.648 -0.507 0.135 -0.405
C -1.104 1.475 8.361 -0.028 0.104 -0.553 -0.685
O -1.775 0.712 7.349 -0.100 -0.095 0.148 -0.131
C -3.075 1.181 7.042 0.311 -0.289 -0.164 -0.969
C 1.445 -0.908 2.862 -0.742 0.377 0.054 1.636
C 2.863 -1.102 2.404 0.180 -0.864 0.253 -0.958
C 3.145 -2.388 1.560 -0.690 0.349 0.077 -1.223
C 1.936 -3.219 1.133 0.227 -0.661 -0.222 0.861
C 2.339 -4.217 0.024 0.334 0.331 0.293 -1.449
H -5.187 -1.749 -0.760 -0.193 0.027 -0.087 0.487
H -4.756 -0.002 -0.778 -0.296 0.079 -0.089 0.268
H -4.238 -0.987 0.539 -0.265 -0.201 0.224 0.319
H -3.133 -0.850 -2.243 0.081 -0.254 -0.281 0.308
H -2.939 -2.351 -1.271 0.313 -0.103 -0.340 0.380
H -1.620 -1.237 0.331 0.065 0.046 0.195 -0.021
H -2.486 0.289 0.005 0.117 0.089 0.477 -0.152
H -1.127 0.976 -1.639 0.156 0.140 -0.264 0.008
H -0.795 -0.633 -2.229 0.304 -0.047 -0.114 0.606
H 1.289 -0.011 -1.350 0.315 0.245 0.128 0.660
H 0.559 -0.875 0.005 0.216 0.079 0.273 -0.978
H -1.295 1.832 1.392 0.106 -0.141 -0.289 0.326
H -2.584 1.162 2.319 -0.135 -0.168 0.089 0.551
H -2.362 2.902 3.820 -0.146 0.019 0.124 0.490
H -1.111 3.550 2.753 -0.346 0.206 -0.166 0.415
H -0.359 3.301 4.965 -0.084 -0.055 0.188 0.338
H 0.524 2.460 3.944 0.080 -0.118 0.008 0.168
H -2.145 -0.443 4.113 -0.090 -0.099 0.169 0.821
H -0.429 -3.162 5.632 0.117 -0.154 -0.170 0.258
H -1.281 -1.718 6.112 0.102 0.209 0.050 0.050
H -1.640 -4.885 5.719 -0.010 -0.182 0.214 0.290
H -3.372 -5.112 5.626 -0.207 0.170 0.057 0.532
H -2.860 -6.598 3.877 -0.009 -0.143 0.073 0.368
H -2.718 -5.121 2.952 0.068 -0.058 -0.298 0.302
H -1.269 -5.903 3.635 0.143 0.104 -0.190 0.264
H 2.618 -3.018 3.974 0.108 0.197 -0.362 0.186
H 1.126 -3.755 4.451 0.076 -0.172 -0.114 0.390
H 2.977 -3.018 6.212 0.082 -0.175 -0.057 0.599
H 1.307 -3.014 6.640 -0.174 0.129 0.220 0.500
H 2.335 -0.450 5.398 0.108 0.099 -0.092 0.216
H 3.068 -0.899 6.916 0.147 0.032 0.037 0.601
H 0.266 -0.079 6.358 -0.239 0.050 0.021 -0.682
H 0.478 -1.287 7.609 -0.117 -0.199 -0.050 0.271
H 2.311 0.948 7.991 0.136 0.153 0.190 0.494
H 1.146 0.190 9.108 0.281 0.153 0.302 0.296
H 0.698 2.670 8.467 -0.184 0.139 0.169 0.478
H 0.304 2.032 6.868 -0.109 0.265 -0.050 -0.089
H -1.107 0.875 9.271 -0.033 0.122 0.287 0.261
H -1.641 2.409 8.520 -0.183 0.037 0.173 0.560
H -3.653 0.344 6.654 -0.033 -0.113 -0.035 0.229
H -3.017 1.942 6.262 -0.116 0.260 0.051 0.291
H -3.585 1.559 7.925 -0.094 0.148 0.070 0.459
H 3.232 -0.254 1.854 -0.139 0.339 -0.059 -0.263
H 3.475 -1.152 3.304 0.175 0.118 0.050 0.433
H 3.656 -2.074 0.657 0.263 0.036 -0.020 0.690
H 3.823 -3.029 2.115 0.248 -0.102 -0.085 0.566
H 1.102 -2.603 0.806 -0.059 0.107 -0.036 -0.218
H 1.562 -3.831 1.951 -0.140 0.200 0.350 -0.176
H 3.422 -4.223 -0.067 0.145 -0.021 -0.100 0.342
H 2.065 -5.233 0.281 -0.294 -0.129 -0.165 0.408
H 1.941 -3.940 -0.946 -0.147 -0.094 -0.127 0.336
O -2.007 0.874 -4.228 -0.003 -0.095 -0.062 -0.640
C -1.323 1.810 -4.527 -0.107 -0.041 0.226 0.631
O -0.105 1.664 -5.098 0.025 0.178 -0.041 -0.432
C 0.527 2.955 -5.243 0.060 0.220 -0.151 -0.312
C -0.613 3.963 -5.227 -0.107 0.005 0.097 -0.518
C -1.624 3.280 -4.309 0.190 0.121 -0.413 -0.417
H 1.219 3.098 -4.410 -0.020 -0.039 0.022 0.254
H 1.086 2.984 -6.176 0.045 -0.228 0.017 0.258
H -0.304 4.952 -4.895 0.050 -0.024 0.025 0.384
H -1.033 4.062 -6.229 0.030 0.008 -0.015 0.219
H -1.451 3.516 -3.257 -0.065 -0.026 0.030 0.187
H -2.654 3.500 -4.570 -0.077 -0.076 0.185 0.366
O 2.227 2.953 -9.138 -0.059 0.223 -0.091 -0.628
C 1.169 2.409 -9.280 0.206 -0.216 0.340 0.555
O 0.075 3.044 -9.765 -0.027 0.017 -0.023 -0.409
C -1.064 2.162 -9.716 -0.091 -0.149 -0.012 -0.359
C -0.480 0.755 -9.680 -0.033 0.007 0.063 -0.556
C 0.827 0.978 -8.927 -0.427 0.060 -0.337 0.892
H -1.641 2.396 -8.817 0.022 0.001 0.017 0.149
H -1.687 2.345 -10.588 0.063 0.135 -0.023 0.347
H -1.141 0.027 -9.215 -0.026 0.043 0.024 0.411
H -0.266 0.414 -10.692 0.005 -0.026 0.004 0.224
H 0.693 0.908 -7.844 0.081 -0.013 0.015 -0.027
H 1.605 0.302 -9.250 0.187 0.007 0.223 -0.555
O -5.112 1.605 1.182 0.144 0.140 0.082 -0.562
C -6.262 1.861 0.964 -0.037 -0.160 0.190 0.434
O -6.719 3.128 0.896 0.003 0.030 -0.040 -0.359
C -8.150 3.135 0.726 -0.178 -0.018 -0.055 -0.439
C -8.486 1.772 0.136 0.041 -0.105 0.031 -0.617
C -7.406 0.887 0.759 -0.184 0.268 -0.321 -0.112
H -8.611 3.291 1.703 0.018 -0.020 0.015 0.255
H -8.421 3.961 0.074 0.130 0.062 0.021 0.327
H -9.504 1.453 0.349 0.004 0.032 0.059 0.345
H -8.361 1.796 -0.947 -0.012 0.017 -0.003 0.275
H -7.704 0.496 1.733 0.051 -0.055 0.010 0.307
H -7.100 0.070 0.112 0.103 -0.105 0.151 0.144
O 1.429 -1.651 -10.624 0.065 -0.049 0.101 -0.576
C 2.622 -1.643 -10.727 -0.118 0.014 -0.344 0.617
O 3.430 -1.181 -9.746 0.031 -0.050 0.069 -0.362
C 4.802 -1.186 -10.185 0.166 -0.017 -0.074 -0.421
C 4.853 -2.208 -11.314 -0.077 -0.015 -0.085 -0.486
C 3.455 -2.079 -11.916 0.337 -0.171 0.275 -0.512
H 5.058 -0.179 -10.520 -0.028 0.006 -0.018 0.281
H 5.438 -1.448 -9.343 -0.107 0.028 0.094 0.290
H 5.662 -2.026 -12.018 -0.007 0.068 0.010 0.331
H 4.985 -3.209 -10.901 0.017 0.006 0.014 0.259
H 3.405 -1.298 -12.676 -0.072 -0.017 -0.034 0.262
H 3.077 -3.013 -12.323 -0.152 0.092 -0.102 0.314
O 5.977 -0.801 1.074 -0.042 -0.001 0.021 -0.557
C 6.098 0.365 0.819 -0.184 -0.032 0.034 0.569
O 7.071 1.125 1.361 0.033 0.022 -0.002 -0.382
C 6.914 2.500 0.960 -0.009 0.154 -0.076 -0.466
C 6.095 2.448 -0.323 -0.092 -0.052 -0.045 -0.624
C 5.225 1.214 -0.087 0.347 0.186 -0.157 -0.063
H 6.401 3.034 1.761 -0.026 -0.019 0.002 0.256
H 7.899 2.937 0.820 0.060 -0.107 0.075 0.349
H 5.534 3.362 -0.509 -0.010 0.005 0.074 0.348
H 6.753 2.278 -1.175 0.015 0.015 0.007 0.289
H 4.305 1.460 0.445 -0.052 -0.025 -0.002 -0.112
H 4.993 0.678 -1.004 -0.133 -0.111 0.089 0.435